Record 1
14
Properties=species:S:1:pos:R:3:nbo_charge:R:1 method="wB97M-V/def2-TZVPD" smiles="[H]/N=C(C#N)/N=C/C.[H][H]" homo_lumo_gap_ha=0.3787 lumo_ev=-0.52 homo_energy_ha=-0.398 e_above_lowest_kj_mol=211.93
C 1.925 -1.023 0.326 -0.684
C 0.959 0.116 0.274 0.231
N -0.294 -0.072 0.423 -0.483
C -1.138 1.046 0.270 0.318
N -0.769 2.255 0.380 -0.576
C -2.523 0.671 -0.031 0.207
N -3.631 0.441 -0.272 -0.263
H 1.422 -1.975 0.136 0.243
H 2.396 -1.071 1.315 0.245
H 2.725 -0.878 -0.408 0.230
H -0.306 -1.895 -1.684 -0.028
H 1.355 1.120 0.086 0.183
H -0.574 -1.631 -1.041 0.015
H -1.546 2.897 0.224 0.361

***

Record 2
14
Properties=species:S:1:pos:R:3:nbo_charge:R:1 method="wB97M-V/def2-TZVPD" smiles=Nc1c[nH]c(N)c1 homo_lumo_gap_ha=0.3023 lumo_ev=1.06 homo_energy_ha=-0.263 e_above_lowest_kj_mol=29.68
N -2.387 -0.467 -0.288 -0.823
C -1.121 -0.029 0.125 0.312
C -0.028 -0.839 0.291 -0.405
C 1.129 -0.023 0.158 0.105
N 2.437 -0.552 0.121 -0.806
C 0.702 1.276 0.051 -0.171
N -0.696 1.265 0.062 -0.525
H -2.297 -1.464 -0.437 0.380
H -3.187 -0.258 0.294 0.372
H -0.065 -1.879 0.584 0.215
H 3.089 0.109 -0.282 0.365
H 2.438 -1.379 -0.469 0.366
H 1.258 2.202 0.019 0.206
H -1.271 2.038 -0.228 0.408

***

Record 3
14
Properties=species:S:1:pos:R:3:nbo_charge:R:1 method="wB97M-V/def2-TZVPD" homo_lumo_gap_ha="0.2277 / 0.2277" lumo_ev="-13.09 / -13.09" total_charge=+2 homo_energy_ha="-0.709 / -0.709" e_above_lowest_kj_mol=446.30
C 0.526 1.183 0.066 0.637
C -1.857 -0.041 -0.048 0.869
C -1.901 -1.398 0.089 -0.862
C 2.819 0.168 -0.025 -0.473
N -0.574 1.770 0.049 -0.289
N -1.781 1.204 -0.080 -0.276
N 1.504 0.549 0.032 -0.193
H -2.510 -1.852 -0.728 0.418
H -2.282 -1.726 1.076 0.370
H -0.937 -1.925 -0.078 0.422
H 3.237 0.040 0.980 0.279
H 3.413 0.919 -0.564 0.290
H 2.897 -0.783 -0.564 0.274
H -2.553 1.891 -0.205 0.534

***

Record 4
15
Properties=species:S:1:pos:R:3:nbo_charge:R:1 method="wB97M-V/def2-TZVPD" smiles="N[C@@]12C[C@H]1NNC2=O" homo_lumo_gap_ha=0.3132 lumo_ev=0.14 homo_energy_ha=-0.308 e_above_lowest_kj_mol=780.49
C -0.228 -0.765 0.291 -0.035
C -1.234 -0.744 -0.915 -0.393
C -0.203 0.275 -1.128 -0.017
C 1.213 -0.491 0.400 0.599
H -0.425 0.566 2.007 0.354
H -1.240 -0.918 2.037 0.369
H -0.921 -1.696 -1.378 0.250
H -2.321 -0.605 -0.803 0.267
H 0.518 -0.078 -1.950 0.234
H -0.272 2.154 0.288 0.420
H 2.387 1.020 -0.374 0.392
N -1.146 -0.050 1.468 -0.836
N 0.196 1.462 -0.360 -0.513
N 1.359 0.985 0.356 -0.517
O 2.316 -1.115 0.061 -0.576

***

Record 5
15
Properties=species:S:1:pos:R:3:nbo_charge:R:1 method="wB97M-V/def2-TZVPD" homo_lumo_gap_ha=0.3425 lumo_ev=0.87 homo_energy_ha=-0.310 e_above_lowest_kj_mol=517.25
C 2.558 -0.193 0.551 -0.434
C -0.520 -0.573 -0.226 0.483
C -1.005 0.831 -0.244 -0.349
C -2.285 0.785 -0.002 -0.004
H 3.033 -1.282 0.368 0.203
H 3.253 0.573 0.280 0.187
H 2.265 0.049 1.599 0.198
H 2.040 0.167 -1.330 0.342
H -0.473 1.657 -0.442 0.241
H -3.066 1.554 0.123 0.228
H -3.582 -0.809 -0.009 0.366
N 1.413 0.231 -0.431 -0.482
N 0.593 -1.036 -0.519 -0.349
N -2.604 -0.519 0.396 -0.305
O -1.618 -1.434 -0.114 -0.324

***

Record 6
15
Properties=species:S:1:pos:R:3:nbo_charge:R:1 method="wB97M-V/def2-TZVPD" smiles="[H]/N=C1/NN2C[C@H]2CO1" homo_lumo_gap_ha=0.3481 lumo_ev=0.83 homo_energy_ha=-0.318 e_above_lowest_kj_mol=529.07
C -1.253 -0.094 0.044 0.681
C 2.177 -0.810 0.064 -0.207
C 1.319 0.412 0.350 -0.189
C 0.654 1.612 -0.136 -0.065
H -3.163 0.175 0.000 0.340
H -0.859 -1.786 -0.686 0.411
H 2.954 -0.571 -0.797 0.226
H 2.437 -1.342 1.007 0.226
H 0.967 0.177 1.424 0.193
H 0.567 1.918 -1.272 0.233
H 0.557 2.450 0.567 0.217
N -2.498 -0.556 0.075 -0.768
N -0.413 -1.189 0.094 -0.482
N 0.841 -0.695 -0.480 -0.288
O -0.794 1.168 -0.001 -0.528

***

Record 7
15
Properties=species:S:1:pos:R:3:nbo_charge:R:1 method="wB97M-V/def2-TZVPD" homo_lumo_gap_ha=0.2980 lumo_ev=-0.68 homo_energy_ha=-0.323 e_above_lowest_kj_mol=577.19
C -3.317 0.260 0.123 -0.615
C -1.910 -0.593 0.181 -0.278
C 0.331 0.161 -0.196 0.613
C 2.274 -0.699 0.141 0.295
H -3.220 0.806 -0.927 0.215
H -4.254 -0.355 0.037 0.201
H -3.381 0.953 1.008 0.205
H -2.077 -1.472 -0.421 0.187
H -2.092 -1.140 1.226 0.202
H 1.151 2.080 0.956 0.389
H 3.001 -1.446 0.231 0.204
N -0.905 0.415 -0.361 -0.503
N 1.242 1.111 -0.185 -0.366
N 2.408 0.566 0.247 -0.285
O 0.922 -1.106 -0.188 -0.462

***

Record 8
15
Properties=species:S:1:pos:R:3:nbo_charge:R:1 method="wB97M-V/def2-TZVPD" homo_lumo_gap_ha=0.3123 lumo_ev=0.84 homo_energy_ha=-0.282 e_above_lowest_kj_mol=464.08
C -0.119 -0.495 1.335 -0.317
C 0.857 1.762 0.534 -0.664
N -1.631 -0.682 -0.766 -0.507
C -0.336 -1.125 -0.888 0.791
C -0.058 0.605 0.373 0.409
O 0.052 -1.713 -2.013 -0.630
N -0.865 0.637 -0.755 -0.474
N 0.527 -1.187 0.186 -0.659
H 0.961 -2.021 -1.872 0.513
H -2.111 -0.691 -1.662 0.382
H 0.586 -0.431 2.159 0.214
H -1.101 -0.860 1.634 0.218
H 1.514 1.634 1.393 0.223
H 1.462 1.906 -0.361 0.245
H 0.260 2.662 0.703 0.255

***

Record 9
15
Properties=species:S:1:pos:R:3:nbo_charge:R:1 method="wB97M-V/def2-TZVPD" homo_lumo_gap_ha=0.3229 lumo_ev=-0.94 homo_energy_ha=-0.357 e_above_lowest_kj_mol=737.41
C 0.986 0.238 -0.741 -0.220
C -0.329 -0.267 0.141 0.120
C -0.011 0.414 1.618 0.055
C -1.618 0.453 0.076 0.041
H 1.812 0.186 -2.439 0.356
H 0.931 -1.089 -2.105 0.345
H 1.911 -0.054 -0.116 0.195
H 0.703 1.467 -0.945 0.204
H -0.442 -2.149 1.442 0.460
H 0.647 -0.005 2.453 0.203
H -2.203 0.790 -0.696 0.215
N 0.957 -0.187 -2.143 -0.811
N -1.002 0.929 2.157 -0.255
N -2.004 0.944 1.210 -0.248
O -0.338 -1.671 0.087 -0.659

***

Record 10
15
Properties=species:S:1:pos:R:3:nbo_charge:R:1 method="wB97M-V/def2-TZVPD" smiles="C/N=c1/cc[nH]n1O" homo_lumo_gap_ha=0.3213 lumo_ev=0.04 homo_energy_ha=-0.320 e_above_lowest_kj_mol=804.73
C 2.477 -0.057 0.001 -0.418
C 0.303 -0.574 -0.302 0.390
C -0.905 -1.313 0.321 -0.276
C -2.004 -0.618 0.295 0.006
H 2.324 0.484 0.949 0.219
H 3.769 -0.296 -0.091 0.207
H 2.242 0.893 -0.656 0.159
H -1.016 -2.254 0.650 0.221
H -2.961 -0.841 0.365 0.208
H -1.891 1.686 -0.415 0.399
H 0.968 1.946 0.506 0.469
N 1.517 -0.942 -0.131 -0.411
N -1.652 0.561 -0.608 -0.489
N -0.163 0.743 -0.630 -0.057
O -0.072 1.403 0.798 -0.627

***

Record 11
16
Properties=species:S:1:pos:R:3:nbo_charge:R:1 method="wB97M-V/def2-TZVPD" homo_lumo_gap_ha=0.3424 lumo_ev=-0.03 homo_energy_ha=-0.344 e_above_lowest_kj_mol=690.96
C 1.629 0.481 0.093 -0.316
C 0.233 0.288 -0.166 0.327
C -1.623 0.676 -0.925 -0.332
C -1.851 -0.343 0.247 -0.240
H 2.322 0.603 -0.864 0.264
H 1.999 1.038 0.927 0.262
H -2.126 0.893 -1.949 0.231
H -1.944 1.670 -0.697 0.201
H -2.565 0.035 0.862 0.198
H -2.303 -1.196 -0.194 0.195
H -0.200 -1.341 1.016 0.429
N 2.186 -0.765 0.466 0.523
N -0.136 1.020 -1.174 -0.362
N -0.496 -0.431 0.818 -0.597
O 1.556 -1.494 1.231 -0.433
O 3.320 -1.136 0.307 -0.349

***

Record 12
16
Properties=species:S:1:pos:R:3:nbo_charge:R:1 method="wB97M-V/def2-TZVPD" homo_lumo_gap_ha=0.3593 lumo_ev=0.56 homo_energy_ha=-0.339 e_above_lowest_kj_mol=789.98
C 3.094 -0.253 0.328 0.526
C -0.092 0.184 -0.446 0.444
C -2.366 -0.206 0.320 -0.269
C -1.152 0.957 0.094 -0.474
H 2.818 0.252 1.345 0.095
H 2.247 0.261 -1.798 0.359
H -1.823 -2.100 0.229 0.359
H -3.337 0.144 -0.244 0.223
H -2.586 -0.681 1.438 0.201
H -1.262 1.883 -0.773 0.229
H -1.068 1.340 1.114 0.248
N 2.130 0.327 -0.494 -0.339
N -0.167 -1.002 -0.450 -0.255
N -1.555 -1.332 -0.446 -0.468
O 4.140 -0.796 0.076 -0.563
O 0.978 1.021 -0.293 -0.315

***

no.,total energy (eV)
1,-8729.4828
2,-8731.3717
3,-8706.1509
4,-10771.6581
5,-10774.3864
6,-10774.2639
7,-10773.7652
8,-10774.9375
9,-10772.1046
10,-10771.4068
11,-12820.3686
12,-12819.3424